Here is 13 unconnected molecules or ions with the total composition C51H123Cl9N12O22P4 at a distorted geometry from the Open Molecules 2025 dataset. Energies are from ωB97M-V/def2-TZVPD.

Each line ends with the Mulliken charge.
Positions of all 221 atoms, in Å:
C 22.23489 17.63100 16.40833  0.08
Cl 20.55700 17.44390 16.86563  0.07
Cl 22.42997 17.97671 14.69131  -0.13
Cl 23.20567 16.33792 17.00078  -0.13
H 22.60849 18.47547 17.00007  0.11
C 18.62696 14.87178 18.99130  1.03
Cl 19.93725 13.94914 18.22895  -0.11
Cl 19.18994 16.10270 20.03162  -0.02
Cl 17.54403 13.67949 19.75567  -0.15
H 18.03942 15.35198 18.18236  -0.86
C 9.28327 19.84111 13.20060  1.77
Cl 10.05189 18.30032 12.84966  -0.11
Cl 8.40497 19.69822 14.69248  -0.15
Cl 8.32242 20.46799 11.85077  -0.17
H 10.08861 20.53766 13.39454  -1.30
C 15.98444 25.92974 10.07774  -1.43
C 15.37614 24.91730 10.96666  -0.12
O 16.24819 24.33308 11.97240  -0.19
C 16.83611 23.12896 11.85160  0.43
O 17.17581 22.50251 12.83917  -0.08
O 17.02137 22.70052 10.57052  -0.48
C 17.67915 21.34812 10.49780  -0.38
H 16.45661 26.66395 10.69279  0.34
H 15.22751 26.42908 9.46535  0.39
H 16.84615 25.59211 9.51411  0.33
H 14.96876 24.10541 10.37381  0.28
H 14.55049 25.32634 11.57964  0.34
H 17.72530 21.16176 9.44138  0.24
H 17.13534 20.59658 11.07846  -0.04
H 18.68096 21.52984 10.83154  0.38
C 14.34884 21.03858 12.23720  1.25
C 13.43060 20.23966 11.35220  -0.94
O 13.30125 18.81755 11.58837  -0.14
C 14.24278 18.05052 11.06624  0.75
O 15.23096 18.40321 10.48615  -0.62
O 13.84877 16.78143 11.31120  -0.34
C 14.84862 15.77988 11.03582  0.28
H 14.01948 20.91785 13.27658  -0.62
H 14.20106 22.09075 12.05577  0.67
H 15.36060 20.75748 12.15041  -0.98
H 13.64620 20.36973 10.26059  0.42
H 12.43213 20.59047 11.61360  0.18
H 15.66804 16.00462 11.67807  -0.42
H 15.06438 15.80332 9.99080  0.34
H 14.40136 14.85436 11.28846  -0.03
C 21.64470 12.75453 15.53749  -1.04
C 20.24539 12.28246 15.15647  0.64
O 19.81389 11.36212 16.16778  -0.35
C 18.47776 11.27765 16.30827  0.71
O 17.69611 11.82554 15.59958  -0.42
O 18.30736 10.50149 17.35985  -0.35
C 17.02180 10.52527 17.90771  -0.50
H 21.87535 13.61087 14.88941  0.29
H 22.36055 11.99043 15.37289  0.41
H 21.72970 13.12949 16.56807  0.18
H 20.24787 11.75680 14.16932  0.42
H 19.59003 13.11679 15.07433  -0.48
H 17.04184 10.25422 18.94029  0.23
H 16.42310 9.81271 17.27539  0.27
H 16.60254 11.54277 17.80429  0.18
C 12.28848 9.72776 11.27943  -1.16
C 13.75411 9.97692 11.64108  -0.18
O 13.82325 10.83624 12.74710  -0.37
C 13.63038 12.14674 12.47799  0.67
O 13.36700 12.59545 11.43385  -0.55
O 13.81501 12.93318 13.58774  -0.21
C 14.18356 12.25934 14.77293  -0.71
H 11.73739 10.64415 11.06672  0.30
H 11.77240 9.29999 12.18214  0.27
H 12.03189 9.06854 10.51659  0.43
H 14.29332 10.49857 10.81506  0.27
H 14.25898 9.03948 11.96335  0.29
H 14.24498 13.00144 15.55514  0.21
H 15.06020 11.66448 14.61572  0.32
H 13.43150 11.51966 14.97058  0.40
C 18.70604 17.52856 7.94726  -1.55
C 18.19730 16.59669 8.96729  0.60
O 19.26410 16.27261 9.82007  -0.38
C 18.99430 15.18403 10.55674  0.88
O 17.96461 14.56838 10.46943  -0.60
O 19.88779 15.07962 11.52468  -0.34
C 19.81079 13.91249 12.31327  -0.46
H 19.49374 18.20045 8.25533  0.37
H 17.82402 18.05753 7.51790  0.37
H 19.15513 17.00621 7.09539  0.37
H 17.83360 15.71183 8.45272  0.29
H 17.39048 16.99554 9.55589  -0.18
H 18.74418 13.67491 12.40872  0.35
H 20.31516 14.13251 13.31535  -0.12
H 20.38888 13.10607 11.78097  0.38
C 14.78359 20.77571 19.79792  -1.25
C 14.83441 19.33832 19.31350  1.45
O 14.83813 18.50480 20.43474  -0.44
C 14.22208 17.34368 20.42475  0.89
O 13.55403 16.92496 19.50380  -0.62
O 14.53895 16.70186 21.54939  -0.36
C 13.97649 15.39072 21.63565  -0.66
H 15.64534 20.96807 20.42316  0.21
H 13.94508 21.02722 20.43123  0.51
H 14.82502 21.48696 18.97492  0.01
H 15.80376 19.18032 18.84233  -1.05
H 13.99860 19.07603 18.67317  0.52
H 12.92820 15.40219 21.34939  0.33
H 14.09854 15.13265 22.67879  0.24
H 14.50349 14.80840 20.90882  0.24
O 11.18938 21.87704 13.86602  -1.16
P 11.22032 22.35759 15.28915  0.54
N 9.79204 23.16595 15.63928  0.32
C 8.80973 23.51588 14.60376  -0.94
C 9.46470 23.61016 16.91393  -1.22
N 12.41251 23.43757 15.81070  0.39
C 12.35286 24.83689 15.55037  -0.94
C 13.66480 22.84323 16.31131  -0.12
N 11.45602 21.09565 16.32400  0.50
C 11.26609 21.21877 17.81399  -0.85
C 11.83218 19.75528 15.83280  0.78
H 8.98215 24.51412 14.29029  0.37
H 7.73037 23.36506 14.94404  0.32
H 9.11768 22.93282 13.71303  0.17
H 10.31056 23.87374 17.49983  0.43
H 8.84120 22.90611 17.50742  0.20
H 8.82182 24.42889 16.73261  0.50
H 12.75465 25.32810 16.41475  0.36
H 12.93583 25.18672 14.75085  0.18
H 11.36267 25.04215 15.28013  0.34
H 14.41566 22.62559 15.45665  -0.24
H 14.12407 23.49293 17.03705  0.54
H 13.43337 21.90150 16.70880  -0.32
H 11.55518 22.18489 18.24060  0.30
H 10.21833 20.93198 18.08224  0.27
H 11.83635 20.43479 18.32268  0.23
H 11.05171 18.91421 16.02218  0.09
H 12.72338 19.54878 16.40297  -0.54
H 12.14755 19.82020 14.74184  -0.37
O 17.17749 17.33762 17.12480  -0.61
P 16.88485 18.07997 15.84060  -0.80
N 15.24182 18.18257 15.51086  1.26
C 14.89075 18.43121 14.09779  -1.70
C 14.47362 16.98200 15.98737  -1.23
N 17.63614 17.25500 14.59383  1.45
C 17.93946 15.79630 14.90374  -0.57
C 17.89968 17.69087 13.19400  0.56
N 17.40252 19.65961 15.59514  1.39
C 18.80129 19.98855 15.27498  0.49
C 16.45578 20.69425 16.11183  0.18
H 15.59118 19.18768 13.65782  -0.59
H 13.84498 18.71339 14.12024  1.08
H 14.99687 17.52687 13.49067  0.46
H 14.64016 16.82005 17.04132  0.18
H 14.80417 16.06960 15.45415  0.32
H 13.40467 17.09635 15.78919  0.37
H 17.29506 15.38533 15.69474  0.23
H 17.81288 15.18947 13.98285  -0.18
H 18.91715 15.63420 15.34858  0.01
H 18.95779 17.62421 12.94280  0.39
H 17.37812 16.99720 12.57011  -1.17
H 17.50178 18.69140 13.06618  0.06
H 18.80039 20.79616 14.55208  -0.11
H 19.28013 20.39831 16.18257  -0.83
H 19.39543 19.12357 15.00702  0.04
H 15.64877 20.81376 15.42248  -0.87
H 16.98129 21.63961 16.28822  0.04
H 16.15920 20.26905 17.07062  0.09
O 19.87925 27.02435 17.08698  -0.87
P 19.91258 25.71617 16.41868  0.26
N 19.52389 24.33299 17.33460  1.19
C 18.31161 24.41983 18.19758  -1.40
C 19.83199 22.99780 16.92137  -0.21
N 21.46657 25.34501 15.90814  0.37
C 22.55256 25.36245 16.95032  -1.05
C 21.78511 25.89778 14.57440  -0.97
N 18.89630 25.59745 15.15403  0.50
C 17.98596 26.63724 14.83388  -1.17
C 18.92023 24.44882 14.28202  -0.72
H 18.15479 25.46416 18.38597  0.45
H 18.47209 24.03665 19.20086  0.16
H 17.40092 24.11385 17.70431  0.53
H 19.78501 22.33427 17.73781  -0.10
H 20.82175 22.81351 16.49602  0.25
H 19.10368 22.66821 16.19845  -0.47
H 22.01387 25.20479 17.88602  0.30
H 23.23344 24.50870 16.92025  0.30
H 23.09135 26.30145 16.98468  0.37
H 22.62534 25.39011 14.08926  0.33
H 20.88579 25.84870 13.95766  0.23
H 22.16905 26.90278 14.67190  0.34
H 17.94794 27.39756 15.67337  0.29
H 18.27515 27.10082 13.92094  0.37
H 17.01516 26.23799 14.60856  0.29
H 19.84824 23.92627 14.48682  0.49
H 18.89168 24.77018 13.21208  0.33
H 18.12477 23.73412 14.51678  -0.24
O 18.75167 22.41504 21.18364  -0.99
P 19.62200 21.23633 20.98427  0.57
N 20.19987 20.66822 22.45361  0.26
C 19.75586 21.29732 23.67678  -1.03
C 21.28023 19.66892 22.62037  -0.69
N 20.91036 21.54577 20.02684  0.44
C 21.36975 22.94657 19.88761  -1.28
C 21.78793 20.62095 19.39109  -1.31
N 18.90181 19.87132 20.26815  1.28
C 18.50677 19.97435 18.79530  0.62
C 18.01000 19.01712 21.11482  -1.17
H 18.86113 20.79140 24.09963  0.25
H 19.54508 22.37899 23.56043  0.29
H 20.58390 21.24102 24.37327  0.36
H 21.91656 19.73218 21.74735  0.15
H 20.91352 18.60874 22.62231  0.16
H 21.79264 19.91511 23.57186  0.35
H 20.59856 23.68942 20.05448  0.30
H 22.16889 23.11043 20.57494  0.44
H 21.66873 23.08791 18.82837  0.27
H 21.41776 19.61211 19.53770  0.48
H 21.89290 20.83985 18.34212  0.29
H 22.78608 20.66247 19.81702  0.40
H 17.64589 20.62468 18.68256  -0.19
H 19.35020 20.50285 18.30444  -0.94
H 18.40571 18.92713 18.46242  -0.16
H 17.70880 18.11285 20.60533  0.23
H 17.05301 19.45899 21.42222  0.21
H 18.47048 18.65136 22.05145  0.30

- HOMO-LUMO gap (eV) = 8.462
- DFT total energy (Eh) = -9836.69282